No. 1
ORCA calculation (ωB97M-V with the def2-TZVPD basis set) on a cluster of 12 separate species, C4H30NO12S in total in a non-equilibrium geometry.

Computed properties:
Total charge: 0
2S+1: 2
LUMO (alpha / beta) (eV): -0.2 / -3.8
HOMO-LUMO gap (alpha / beta) (eV): 9.48 / 5.97

Last column: natural (NBO) charge in e.
Atoms and positions in Å:
1 O 1.61868 -0.74665 2.35435  -0.663
2 C 1.88788 -1.55569 1.49071  0.523
3 N 1.32812 -1.24434 0.33858  -0.665
4 C 1.76471 -1.86215 -0.95222  -0.028
5 C 2.75120 -0.76737 -1.58912  -0.624
6 S 2.30334 0.95669 -1.88070  0.135
7 C 0.61983 -2.12179 -1.87972  -0.657
8 H 2.44329 -2.46529 1.61145  0.152
9 H 0.91593 -0.25831 0.22087  0.442
10 H 2.39045 -2.71813 -0.73495  0.214
11 H 3.09066 -1.17380 -2.53543  0.222
12 H 3.54936 -1.05485 -0.92697  0.257
13 H -0.01726 -2.87232 -1.41407  0.231
14 H 0.07511 -1.15723 -2.14690  0.213
15 H 0.73421 -2.68759 -2.76840  0.246
16 H -0.59749 1.63755 -0.73311  0.527
17 H -0.42054 0.09855 -1.05335  0.459
18 O -0.91797 0.89318 -1.41497  -1.001
19 H 1.35785 1.72828 0.38140  0.510
20 H 0.96465 0.76091 1.77108  0.519
21 O 0.61996 1.26705 1.03917  -1.044
22 H 3.41780 0.60980 2.52441  0.466
23 H 2.53938 1.03382 3.59783  0.478
24 O 3.02591 1.43033 2.85992  -0.937
25 H -3.73159 -1.20828 -0.27026  0.488
26 H -3.07628 0.18651 -0.23398  0.463
27 O -3.77018 -0.33977 0.17638  -0.982
28 H -3.14423 0.60759 1.67659  0.495
29 H -1.75449 0.80717 2.37200  0.448
30 O -2.69001 1.07688 2.51986  -0.962
31 H -0.94385 3.20616 0.87024  0.449
32 H -1.03155 3.55059 2.47190  0.477
33 O -1.60403 3.71484 1.62950  -0.929
34 H 1.79063 2.95528 1.46075  0.473
35 H 1.07590 3.70198 0.28537  0.477
36 O 1.60009 3.81586 1.10800  -0.960
37 H -1.60196 -3.05362 2.12983  0.511
38 H -0.85449 -2.51742 0.70122  0.488
39 O -1.53156 -3.16387 1.08706  -0.984
40 H -3.03441 -2.41382 -1.41165  0.458
41 H -2.85786 -2.94469 -0.13113  0.488
42 O -3.48880 -2.78213 -0.79103  -0.913
43 H 0.86290 2.60497 -2.02806  0.510
44 H -0.26833 3.69174 -1.55934  0.503
45 O 0.39781 3.12131 -1.22034  -0.979
46 H -2.26805 -0.34813 -2.46134  0.483
47 H -1.39958 -0.96293 -3.55310  0.473
48 O -2.12119 -1.03687 -2.98832  -0.947

Atomic forces in eV per Å
0.866 -0.491 3.156
-1.715 1.880 -0.078
-0.482 -1.187 -4.529
0.108 2.812 -0.162
-0.184 -1.973 -0.728
0.647 -1.317 0.746
-1.734 0.399 0.822
0.520 -0.642 0.028
0.724 -1.516 1.001
-0.051 -0.342 -0.046
-0.057 -0.029 -0.346
1.081 1.568 0.473
-0.818 0.517 0.590
0.661 -1.600 0.466
1.339 -0.009 -1.283
-1.040 -2.185 -2.171
-1.285 1.489 -0.593
1.601 0.279 2.741
-2.367 -2.131 2.899
1.174 -0.276 0.624
0.830 2.335 -3.856
0.093 0.454 -0.214
-0.127 0.487 0.028
0.232 -0.525 0.279
-0.324 -0.105 0.366
0.008 0.155 -0.203
0.226 0.611 -0.009
1.092 1.342 2.895
-0.871 0.459 0.268
-0.336 -2.135 -2.906
-2.852 2.191 3.610
-1.512 0.443 -2.274
4.343 -2.404 -1.368
0.112 -0.305 0.546
0.685 0.072 0.870
-0.043 1.080 -0.711
0.469 0.075 -3.507
-1.259 -1.106 1.465
1.085 1.134 2.166
4.277 3.360 -6.855
1.368 -0.830 2.128
-5.591 -3.040 4.154
-2.023 2.107 2.652
-0.889 0.837 -0.809
2.342 -1.940 -2.140
-0.336 4.870 2.917
1.670 0.799 -1.224
-1.654 -5.670 -1.877

---

No. 2
ORCA calculation (ωB97M-V with the def2-TZVPD basis set) on a cluster of 11 separate species, C6H36N2O10 in total in a non-equilibrium geometry.

Computed properties:
Total charge: 0
LUMO (eV): 0.3
SMILES: CN[C@H](C)CN(C)C.O.O.O.O.O.O.O.O.O.O
HOMO-LUMO gap (eV): 9.72
Energy above the lowest of the compared OMol25 structures with the same formula, charge and spin (eV): 2.744

Last column: natural (NBO) charge in e.
Atoms and positions in Å:
1 C -0.61826 -1.07546 -0.73673  -0.255
2 N -1.70959 -0.18376 -1.10261  -0.490
3 C -1.19989 0.96188 -1.84972  -0.434
4 C -2.73523 -0.91570 -1.82840  -0.447
5 C -1.11639 -2.12997 0.34284  -0.072
6 C -1.16858 -3.47493 -0.43307  -0.673
7 N -0.21934 -2.20791 1.49132  -0.657
8 C -0.54400 -3.34930 2.38019  -0.429
9 H 0.03890 -0.54145 -0.03097  0.241
10 H -0.17809 -1.46142 -1.64731  0.186
11 H -0.19668 1.28540 -1.54730  0.243
12 H -1.17157 0.72058 -2.92647  0.165
13 H -1.83057 1.84785 -1.77697  0.197
14 H -3.32776 -0.22356 -2.44850  0.207
15 H -2.40435 -1.51183 -2.68738  0.181
16 H -3.30356 -1.58692 -1.19241  0.211
17 H -2.08050 -1.68862 0.57942  0.209
18 H -0.83718 -3.55375 -1.48156  0.219
19 H -0.58918 -4.27014 0.06916  0.218
20 H -2.17059 -3.91571 -0.57058  0.216
21 H 0.71072 -2.31066 1.09374  0.370
22 H -0.80702 -2.95037 3.37004  0.198
23 H 0.26268 -4.06922 2.54706  0.208
24 H -1.45098 -3.84059 2.03651  0.196
25 H 4.24369 -1.60918 -0.13382  0.466
26 H 3.08088 -1.18284 0.79055  0.505
27 O 3.64146 -1.94823 0.54411  -0.996
28 H -1.09025 -0.17829 2.13418  0.496
29 H -1.98352 0.67414 1.20479  0.503
30 O -1.72459 0.57413 2.13775  -0.995
31 H -0.26128 1.86597 2.15348  0.501
32 H 0.86391 2.30172 3.02175  0.483
33 O 0.59971 2.34520 2.09703  -0.988
34 H 1.58415 0.75798 -3.68002  0.484
35 H 2.27150 -0.28921 -2.75247  0.505
36 O 2.14984 0.66734 -2.90596  -0.990
37 H 3.14879 2.84159 -0.86171  0.497
38 H 2.96978 1.55875 -1.63905  0.483
39 O 3.63172 2.02441 -1.07308  -0.968
40 H -4.55982 1.55664 0.29777  0.479
41 H -3.35298 1.15962 -0.49878  0.482
42 O -3.60293 1.60873 0.32213  -0.957
43 H 1.90040 0.88891 1.23422  0.500
44 H 2.59488 0.93800 -0.22044  0.501
45 O 2.30204 0.36400 0.53442  -1.024
46 H 0.97078 3.34586 0.60546  0.511
47 H 1.04327 4.19520 -0.66301  0.472
48 O 1.44326 3.41633 -0.24634  -0.986
49 H -1.89750 2.63530 3.24350  0.465
50 H -2.34084 3.00826 1.93058  0.471
51 O -2.22761 3.43112 2.79086  -0.935
52 H 2.54711 -2.61917 -2.00922  0.495
53 H 1.49564 -1.66069 -1.52417  0.487
54 O 1.89969 -1.98444 -2.34239  -0.957

Atomic forces in eV per Å
-0.516 0.612 3.032
0.164 0.150 0.152
0.082 0.118 -0.925
-0.161 0.549 -1.340
0.534 -0.609 -3.289
-0.946 -1.858 -0.121
-0.028 0.092 -0.250
-0.363 0.866 0.796
0.557 0.547 -1.248
0.197 -0.394 0.113
-0.214 -0.386 0.175
0.285 0.056 0.043
-0.307 -0.045 0.207
-0.560 0.145 1.022
0.952 -0.485 0.197
-0.316 0.271 0.083
-0.249 -0.659 0.664
0.392 0.974 0.364
-0.235 0.396 -0.019
-0.015 0.245 0.583
0.105 -0.029 0.371
0.161 -0.073 -0.128
-0.069 0.147 -0.416
0.138 -0.315 -0.100
-0.193 0.058 0.378
0.394 0.118 -0.330
-0.078 -0.352 -0.228
-0.375 0.222 0.023
-0.282 -0.117 0.188
0.966 -0.380 -0.116
0.292 0.175 -0.499
0.388 0.400 0.040
-0.591 -0.824 0.556
0.123 -0.046 0.137
-0.124 0.053 -0.309
-0.107 -0.100 -0.073
0.177 -0.206 0.199
0.835 0.666 -0.499
-0.603 -0.142 -0.479
-0.263 0.160 0.340
0.279 -0.017 0.265
-0.076 -0.005 -0.545
-0.051 0.494 -0.291
0.076 0.004 1.491
-0.350 -0.597 -0.332
0.379 -0.263 -0.052
0.239 -0.270 0.037
-0.758 0.789 -0.094
-0.281 0.516 0.365
-0.428 0.453 -0.353
0.333 -0.893 0.013
0.106 0.019 -0.122
0.180 -0.020 -0.041
0.205 -0.211 0.364

---

No. 3
ORCA calculation (ωB97M-V with the def2-TZVPD basis set) on a structure of composition C39H34AuN3O2P2S.

Computed properties:
Total charge: +2
2S+1: 3
LUMO (alpha / beta) (eV): -5.3 / -7.7
HOMO-LUMO gap (alpha / beta) (eV): 7.20 / 4.78
Energy above the lowest of the compared OMol25 structures with the same formula, charge and spin (eV): 0.000

Last column: Löwdin charge in e.
Atoms and positions in Å:
1 Au -1.42935 0.41269 -0.67135  0.718
2 N -5.44577 2.57088 -0.68535  0.181
3 C -5.37452 3.92873 -0.98488  -0.193
4 C -6.53077 4.64186 -1.28612  0.010
5 C -6.43304 5.97520 -1.61825  -0.018
6 C -5.18957 6.61998 -1.65448  -0.030
7 C -4.04350 5.92655 -1.35221  -0.060
8 C -4.12826 4.56828 -1.01147  -0.396
9 S -2.69487 3.70206 -0.65362  1.210
10 N -3.18545 2.23075 -0.19340  -0.278
11 C -4.40351 1.80610 -0.30284  -0.300
12 C -4.66395 0.36146 -0.05976  -0.200
13 C -5.89152 -0.09084 0.39413  0.007
14 C -6.09535 -1.46056 0.49731  -0.018
15 C -5.07197 -2.31142 0.12857  -0.019
16 C -3.86702 -1.76497 -0.29278  -0.107
17 N -3.65321 -0.45569 -0.37329  0.040
18 H -6.33377 2.11470 -0.83895  0.161
19 H -7.49398 4.14852 -1.26027  0.129
20 H -7.32918 6.52961 -1.85876  0.126
21 H -5.13273 7.66414 -1.92507  0.125
22 H -3.07748 6.41315 -1.38016  0.123
23 H -6.67054 0.59722 0.69460  0.124
24 H -7.03960 -1.84790 0.85377  0.126
25 H -5.19189 -3.38408 0.16948  0.121
26 H -3.03900 -2.39927 -0.57960  0.111
27 C -0.58148 0.53651 -3.92020  -0.033
28 C -1.61523 1.60235 -3.61692  -0.702
29 O -2.09255 2.29164 -4.49017  0.053
30 O -1.93878 1.74773 -2.35377  -0.309
31 H -0.40775 0.47593 -4.99112  0.083
32 H -0.91249 -0.43594 -3.55102  0.057
33 H 0.35330 0.79071 -3.41510  0.057
34 C 1.27991 -1.61578 -0.53951  -0.447
35 P 0.60556 -0.05048 0.17506  0.852
36 C 1.86162 1.19431 -0.20503  -0.383
37 C 1.88833 2.38569 0.52152  -0.099
38 C 2.82891 3.35889 0.23185  -0.050
39 C 3.73807 3.16935 -0.80314  -0.052
40 C 3.68127 2.01694 -1.56957  -0.059
41 C 2.73762 1.03884 -1.27806  -0.141
42 C 0.67228 -0.38281 1.96527  -0.366
43 C -0.31402 -1.23213 2.46707  -0.117
44 C -0.32494 -1.58385 3.80597  -0.065
45 C 0.63175 -1.06123 4.66650  -0.056
46 C 1.59965 -0.19579 4.18063  -0.060
47 C 1.62626 0.13695 2.83374  -0.097
48 P 3.05307 -1.97996 -0.40896  1.191
49 C 3.79142 -1.73366 1.19049  -0.364
50 C 4.51418 -0.57041 1.45934  -0.088
51 C 5.12431 -0.42000 2.69388  -0.052
52 C 5.00500 -1.41934 3.64919  -0.042
53 C 4.28094 -2.57533 3.38163  -0.048
54 C 3.68875 -2.75194 2.14460  -0.062
55 C 3.35557 -3.62330 -0.97499  -0.372
56 C 4.68992 -3.95307 -1.25420  -0.071
57 C 5.00774 -5.22392 -1.69377  -0.043
58 C 4.00171 -6.16861 -1.85416  -0.029
59 C 2.67663 -5.84689 -1.58225  -0.047
60 C 2.34393 -4.57384 -1.16016  -0.071
61 H 1.01680 -1.66631 -1.59931  0.062
62 H 0.74984 -2.42177 -0.01902  0.058
63 H 1.17817 2.54956 1.32346  0.114
64 H 2.85337 4.27225 0.81003  0.116
65 H 4.47148 3.93204 -1.02534  0.117
66 H 4.35201 1.88498 -2.40721  0.118
67 H 2.66026 0.18747 -1.94545  0.080
68 H -1.08893 -1.60443 1.80412  0.082
69 H -1.08934 -2.24927 4.18311  0.112
70 H 0.61393 -1.32040 5.71634  0.115
71 H 2.34061 0.22061 4.84912  0.115
72 H 2.39798 0.79810 2.46941  0.089
73 H 4.60198 0.20510 0.70898  0.103
74 H 5.69636 0.47215 2.90738  0.120
75 H 5.49256 -1.30639 4.60823  0.121
76 H 4.19355 -3.34784 4.13302  0.120
77 H 3.15015 -3.66514 1.92493  0.117
78 H 5.47336 -3.21642 -1.12456  0.116
79 H 6.03440 -5.47786 -1.91461  0.121
80 H 4.24960 -7.16353 -2.19714  0.122
81 H 1.90341 -6.59233 -1.70371  0.119
82 H 1.30775 -4.33529 -0.96170  0.100

Atomic forces in eV per Å
0.735 -0.135 -0.031
-0.074 -0.089 -0.010
0.008 0.005 -0.060
0.052 -0.050 0.022
0.038 0.062 -0.020
-0.055 -0.028 -0.003
0.007 -0.098 0.009
-0.095 0.129 -0.045
0.166 0.046 -0.102
-0.337 -0.011 0.519
0.131 0.182 -0.109
-0.045 0.054 -0.080
0.012 -0.082 0.021
-0.008 0.047 -0.011
0.036 -0.019 -0.020
0.014 -0.001 0.075
-0.145 0.008 -0.015
0.011 0.008 0.002
-0.008 -0.014 -0.013
-0.011 0.006 0.002
-0.001 0.020 0.002
0.019 0.000 -0.004
0.006 0.025 -0.005
-0.004 -0.006 0.008
-0.003 -0.018 0.000
0.009 -0.024 0.008
0.101 -0.103 -0.108
-0.115 0.180 0.327
-0.032 0.106 -0.257
-0.138 -0.116 -0.158
0.002 0.003 0.006
-0.032 -0.031 0.016
0.024 0.013 0.029
0.016 0.053 0.035
-0.347 -0.143 0.134
-0.013 0.051 -0.010
-0.003 -0.062 0.066
0.038 0.016 -0.035
-0.003 0.000 0.009
-0.033 0.015 0.017
-0.022 -0.021 -0.096
0.035 0.066 -0.051
-0.032 -0.013 -0.046
0.010 -0.012 0.020
-0.006 -0.008 -0.001
-0.016 -0.028 -0.029
0.031 0.000 0.003
-0.168 -0.136 0.052
0.156 0.108 -0.045
0.005 0.016 0.020
-0.013 -0.009 -0.025
0.009 0.004 0.021
-0.007 -0.029 -0.006
0.002 0.023 0.009
0.063 -0.003 -0.050
0.068 -0.076 0.097
-0.024 0.029 -0.001
0.010 -0.009 -0.001
-0.019 0.007 -0.012
-0.039 0.014 -0.089
0.010 -0.027 0.015
-0.050 0.046 -0.049
0.006 -0.005 0.015
-0.007 0.013 0.017
0.007 0.012 -0.006
0.011 -0.006 -0.016
0.007 -0.016 0.017
-0.008 0.007 0.005
-0.015 -0.007 0.010
-0.003 -0.002 0.014
0.016 0.018 0.015
0.005 0.030 -0.006
0.002 0.016 -0.021
0.023 0.009 -0.005
-0.010 0.017 0.019
0.008 -0.014 0.005
0.003 -0.012 -0.012
0.004 0.019 0.014
0.021 -0.007 -0.002
0.010 -0.021 -0.001
-0.012 -0.008 -0.007
0.004 0.015 -0.003

---

- Among the records above, which one has the highest total charge?
  C39H34AuN3O2P2S